Record 1
This record from the OMol25 dataset describes a 2-piece molecular cluster, C2HCl2O2P overall. The level of theory is wB97M-V/def2-TZVPD.

Structure (XYZ):
```
8
Properties=species:S:1:pos:R:3:forces:R:3:mulliken_charge:R:1
C -1.506 -2.331 0.348 0.98 0.87 0.52 0.4413
C 1.094 1.869 -0.111 -0.88 0.60 -1.05 0.5217
O -2.497 -2.898 0.322 -0.25 -0.22 -0.28 -0.2691
O 1.047 2.147 1.022 -0.15 0.21 -0.19 -0.2941
P 0.028 -1.605 0.622 0.21 -3.08 1.22 -0.0358
Cl 0.071 2.677 -1.443 0.91 -0.65 1.36 -0.1474
Cl 2.067 0.628 -0.791 0.35 0.04 -0.20 -0.0868
H -0.304 -0.487 0.030 -1.17 2.24 -1.37 -0.1299
```
Positions in Å, forces in eV/Å.

lowest unoccupied orbital energy: 0.01 eV
SMILES: O=C(Cl)Cl.O=C=P
gap between HOMO and LUMO: 0.3291 hartree
energy relative to the best compared isomer or geometry (same formula, charge and spin): 1.347 eV
E_tot: -1488.98066 a.u.
molar mass: 158.91 g/mol

Record 2
This record from the OMol25 dataset describes C23H26F5N4O4SSrTe as an isolated structure. The level of theory is wB97M-V/def2-TZVPD.

Structure (XYZ):
```
65
Properties=species:S:1:pos:R:3:forces:R:3:mulliken_charge:R:1
Sr 0.343 0.971 0.147 0.61 -0.44 0.24 1.7075
O 5.198 -1.377 5.401 0.06 0.00 0.02 -0.4970
C 3.850 -1.783 5.452 -0.06 -0.03 -0.01 -0.5931
C 3.090 -1.108 4.344 -0.03 0.00 -0.01 0.4830
C 1.703 -1.180 4.295 0.03 0.01 -0.06 -1.0480
C 1.047 -0.582 3.239 0.05 -0.03 0.01 -0.4664
N 1.675 0.080 2.263 -0.10 0.12 -0.02 -0.1875
C 3.011 0.170 2.315 -0.02 -0.01 -0.01 0.0608
C 3.746 -0.421 3.333 -0.01 -0.03 0.05 -0.3625
C 3.688 0.919 1.211 -0.03 -0.07 0.01 0.4005
C 4.994 1.366 1.347 0.04 -0.02 -0.01 -0.3871
C 5.608 2.025 0.293 0.01 0.02 -0.03 0.4579
C 7.015 2.541 0.412 -0.04 0.04 -0.05 -0.5999
O 7.627 1.950 1.535 0.05 -0.01 0.05 -0.4988
C 4.879 2.215 -0.874 -0.03 -0.01 0.03 -0.9228
C 3.576 1.761 -0.922 0.08 0.01 -0.01 -0.3744
N 2.979 1.126 0.090 -0.11 0.12 0.05 -0.3949
H 5.688 -1.822 6.099 0.00 0.01 -0.03 0.3087
H 3.384 -1.524 6.410 0.00 0.01 -0.03 0.3554
H 3.755 -2.868 5.320 -0.02 0.04 0.01 0.3296
H 1.138 -1.697 5.059 -0.02 -0.02 0.02 0.4524
H -0.035 -0.639 3.171 0.00 0.02 0.01 0.5352
H 4.823 -0.371 3.353 0.00 0.00 -0.01 0.4719
H 5.548 1.217 2.261 -0.01 0.00 0.00 0.4605
H 6.972 3.633 0.512 0.00 -0.03 -0.03 0.3248
H 7.558 2.314 -0.512 -0.03 -0.01 0.02 0.3517
H 8.517 2.302 1.632 -0.03 -0.01 0.01 0.3095
H 5.311 2.710 -1.733 0.00 0.02 -0.02 0.4425
H 2.983 1.905 -1.819 -0.01 0.01 -0.01 0.4863
C -3.090 -1.968 -4.870 0.03 0.01 0.02 -1.0783
C -1.678 -1.552 -4.478 0.00 -0.01 0.00 -0.4201
C -1.647 -0.521 -3.359 0.11 -0.04 -0.04 -1.0063
N -2.247 -1.034 -2.128 -0.08 0.01 0.01 0.5966
C -1.595 -1.573 -1.124 0.04 -0.03 0.12 -0.1091
S 0.107 -1.760 -1.092 -0.08 0.12 0.04 -0.2155
N -2.280 -2.005 -0.005 0.05 0.04 -0.04 0.0043
C -3.443 -1.470 0.621 0.06 0.01 -0.11 -0.1770
O -3.433 -1.383 1.821 -0.02 0.02 0.03 -0.5558
C -4.597 -1.089 -0.232 0.02 -0.04 0.00 0.4599
C -5.082 -1.966 -1.202 0.03 0.02 -0.01 -0.0460
C -6.181 -1.604 -1.964 -0.01 0.01 -0.01 -0.4260
C -6.782 -0.367 -1.769 0.03 0.00 0.03 -0.5357
C -6.302 0.501 -0.796 0.01 -0.04 0.00 -0.7804
C -5.219 0.135 -0.014 -0.03 0.00 0.02 -0.4953
H -3.072 -2.661 -5.710 -0.01 -0.01 -0.01 0.3816
H -3.687 -1.102 -5.162 -0.02 0.01 -0.01 0.3011
H -3.603 -2.471 -4.048 -0.02 -0.01 0.02 0.2276
H -1.167 -1.116 -5.338 0.01 0.01 -0.01 0.3746
H -1.094 -2.423 -4.172 0.01 0.00 0.00 0.2940
H -2.214 0.368 -3.633 -0.04 0.07 -0.02 0.3541
H -0.624 -0.223 -3.136 -0.07 0.01 -0.01 0.4752
H -3.256 -0.992 -2.067 -0.03 0.02 0.04 -0.0882
H -1.643 -2.383 0.685 -0.04 0.00 0.00 0.2768
H -4.608 -2.930 -1.345 0.01 -0.02 0.00 0.4452
H -6.572 -2.286 -2.706 0.00 -0.02 -0.01 0.4636
H -7.631 -0.081 -2.374 -0.02 0.01 -0.01 0.4229
H -6.774 1.461 -0.642 -0.02 0.03 0.00 0.4444
H -4.845 0.793 0.758 0.01 0.01 0.01 0.5786
F -2.189 1.115 0.092 -0.12 -0.07 0.02 -0.3002
Te -2.156 2.887 -0.701 -0.26 0.22 0.10 2.2507
F -1.166 3.291 0.881 -0.12 -0.02 -0.08 -0.4852
F -2.297 4.636 -1.232 0.05 0.15 0.03 -0.3774
F -3.329 2.316 -2.015 0.06 -0.09 -0.01 -0.4484
F -3.645 3.163 0.335 -0.16 0.04 0.17 -0.3875
O -0.627 2.461 -1.509 0.23 -0.13 -0.41 -1.0248
```
Positions in Å, forces in eV/Å.

lowest unoccupied orbital energy: -3.14 eV
gap between HOMO and LUMO: 0.3161 hartree
energy relative to the best compared isomer or geometry (same formula, charge and spin): 0.000 eV
E_tot: -2608.28216 a.u.
total charge: +1
molar mass: 764.76 g/mol

Record 3
This record from the OMol25 dataset describes C26H29BF6N4OPtTe as an isolated structure. The level of theory is wB97M-V/def2-TZVPD.

Structure (XYZ):
```
69
Properties=species:S:1:pos:R:3:forces:R:3:lowdin_spin:R:1
Pt -1.014 -0.604 0.239 -0.04 -0.22 1.03 1.2232
C 1.354 -1.609 -2.025 -0.02 0.01 -0.08 0.0141
C 0.493 -2.702 -1.420 -0.06 -0.13 -0.05 0.0154
N -0.940 -2.342 -1.182 -0.01 0.45 -0.47 0.1509
C -1.563 -2.026 -2.507 0.03 -0.14 0.03 0.0072
C -3.048 -1.722 -2.512 0.00 -0.06 0.00 0.0037
C -1.589 -3.497 -0.519 0.13 -0.08 -0.10 0.0104
C -2.740 -3.135 0.382 -0.09 -0.01 0.19 0.0483
N -2.340 -2.089 1.317 -0.15 0.28 -0.30 0.5425
C -3.083 -1.784 2.377 0.15 -0.15 0.22 0.0640
C -2.613 -0.798 3.301 0.03 -0.03 -0.13 0.1214
F -1.424 -0.230 3.093 0.06 -0.02 -0.05 0.0618
C -3.329 -0.434 4.405 -0.08 0.04 0.11 -0.0057
F -2.830 0.483 5.224 -0.01 -0.02 -0.01 -0.0151
C -4.564 -1.010 4.677 -0.04 0.03 0.09 0.1875
C -5.056 -1.972 3.809 -0.12 0.03 0.13 -0.0070
F -6.232 -2.533 4.042 0.02 0.03 0.01 -0.0158
C -4.351 -2.363 2.701 0.12 -0.07 -0.12 0.1279
F -4.892 -3.274 1.903 -0.04 0.01 -0.01 0.0424
H 2.403 -1.852 -1.858 -0.01 -0.01 -0.03 0.0005
H 1.161 -0.650 -1.538 0.04 0.00 0.07 0.0167
H 1.206 -1.500 -3.100 -0.02 0.02 0.03 0.0005
H 0.911 -3.011 -0.465 -0.02 0.04 0.06 0.0009
H 0.505 -3.579 -2.075 0.02 -0.05 0.03 0.0060
H -1.373 -2.881 -3.167 0.06 0.00 0.00 0.0033
H -1.013 -1.179 -2.912 0.00 0.04 0.02 0.0017
H -3.654 -2.605 -2.316 0.00 0.00 0.00 0.0008
H -3.320 -1.368 -3.506 0.00 -0.01 0.02 -0.0001
H -3.308 -0.947 -1.795 -0.03 0.02 0.02 0.0029
H -0.828 -4.000 0.078 0.01 0.01 0.02 -0.0001
H -1.929 -4.215 -1.272 0.03 0.01 -0.02 0.0030
H -3.045 -4.048 0.893 0.01 0.02 0.09 0.0086
H -3.610 -2.791 -0.179 -0.01 0.09 -0.02 0.0170
H -5.131 -0.716 5.551 0.01 0.00 -0.01 0.0083
N 4.245 1.764 1.735 -0.04 -0.11 -0.14 0.0000
C 4.475 0.420 1.835 0.07 0.11 0.05 -0.0001
O 5.570 -0.084 1.776 -0.03 0.03 -0.02 -0.0002
C 3.257 -0.453 1.975 0.08 0.00 0.01 0.0003
C 3.360 -1.634 2.699 0.04 -0.04 0.05 0.0045
C 2.254 -2.460 2.786 -0.02 -0.04 0.03 -0.0001
C 1.100 -2.105 2.111 0.01 0.26 -0.08 0.0049
N 1.004 -0.993 1.360 0.20 -0.48 0.14 0.0251
C 2.072 -0.184 1.324 -0.34 0.04 -0.25 0.0167
H 5.064 2.353 1.726 0.02 -0.01 0.04 0.0000
H 3.405 2.163 2.116 0.02 0.00 0.08 0.0000
H 4.300 -1.880 3.176 -0.02 -0.01 -0.01 0.0002
H 2.284 -3.377 3.359 -0.01 0.02 0.00 0.0000
H 0.211 -2.720 2.169 -0.01 -0.03 -0.03 0.0011
H 1.977 0.707 0.711 -0.01 0.01 0.01 0.0102
C 2.034 2.250 -2.752 0.12 0.19 -0.15 0.0847
Te 0.124 1.992 -1.898 0.06 0.04 -0.01 0.8067
C 0.331 3.967 -1.197 -0.01 0.18 -0.06 0.0770
C 1.504 4.560 -1.946 -0.25 0.10 0.18 0.0048
C 1.757 5.926 -1.880 0.03 0.04 0.02 -0.0007
C 2.821 6.460 -2.588 -0.06 0.05 0.05 -0.0003
C 3.626 5.639 -3.364 0.04 -0.06 -0.05 -0.0002
C 3.376 4.278 -3.430 0.04 0.00 0.01 -0.0002
C 2.314 3.738 -2.713 0.12 -0.26 -0.12 0.0061
H 2.048 1.821 -3.755 -0.01 0.03 0.01 0.0100
H 2.722 1.666 -2.132 0.00 0.00 -0.01 0.0196
H 0.476 3.890 -0.114 0.01 0.02 -0.02 0.0185
H -0.614 4.489 -1.364 0.02 0.00 0.00 0.0112
H 1.120 6.571 -1.287 0.01 -0.02 -0.02 0.0000
H 3.013 7.524 -2.544 0.00 -0.02 0.00 0.0000
H 4.445 6.062 -3.931 -0.01 -0.01 0.02 0.0000
H 4.003 3.638 -4.041 -0.02 0.02 0.02 0.0000
F -3.815 0.392 0.624 0.01 0.13 -0.06 0.0226
B -2.611 0.672 0.138 0.12 -0.23 -0.43 0.1716
F -2.464 1.932 -0.330 -0.12 -0.04 0.00 0.0591
```
Positions in Å, forces in eV/Å.

lowest unoccupied orbital energy (spin up / spin down): -5.59 / -9.25 eV
gap between HOMO and LUMO (spin up / spin down): 0.2897 / 0.1944 hartree
energy relative to the best compared isomer or geometry (same formula, charge and spin): 0.899 eV
spin multiplicity: 5
E_tot: -2313.25045 a.u.
total charge: +2
molar mass: 861.02 g/mol

Record 4
This record from the OMol25 dataset describes C28H36P2RhSi as an isolated structure. The level of theory is wB97M-V/def2-TZVPD.

Structure (XYZ):
```
68
Properties=species:S:1:pos:R:3:forces:R:3:lowdin_spin:R:1
C -2.996 1.033 1.749 -0.13 -0.88 -0.06 0.0650
C -2.895 1.162 0.312 0.53 -0.58 0.01 0.0112
C -2.801 -0.158 -0.235 0.06 -0.05 0.38 0.1073
H -2.839 2.088 -0.257 -0.34 -0.28 0.19 -0.0003
C -2.740 -1.096 0.843 0.23 0.68 -0.24 0.0048
C -2.900 -0.364 2.082 -0.41 0.53 -0.28 0.0662
H -2.961 -0.800 3.081 -0.03 0.30 -0.43 0.0033
H -3.132 1.845 2.454 -0.02 -0.23 -0.15 0.0031
H -2.755 -0.427 -1.290 0.01 0.19 0.52 0.0135
H -2.599 -2.165 0.721 -0.27 0.20 0.10 -0.0010
Rh -0.974 0.276 1.203 -0.04 0.21 1.03 0.6828
C 2.188 -0.211 -0.820 -2.89 1.04 0.15 0.0679
H 1.284 -0.780 -0.408 1.46 -0.02 -0.22 0.0305
H 2.209 0.678 -0.085 0.42 -1.26 -1.59 0.0036
H 1.636 0.117 -1.815 2.15 -0.37 1.85 0.0350
Si -0.520 -0.121 -2.883 1.81 -1.07 0.26 0.6321
C 0.665 0.814 -4.015 -0.29 0.08 -0.46 0.0768
C -0.173 1.600 -4.823 0.72 0.40 -0.09 0.0362
H -1.234 1.707 -4.591 0.26 -0.09 -0.17 0.0050
C 0.351 2.330 -5.882 -0.05 0.62 -0.35 0.0042
H -0.315 2.981 -6.423 -0.15 0.05 -0.25 -0.0001
C 1.706 2.332 -6.197 -0.67 -0.32 0.46 0.0169
H 2.092 2.968 -6.998 -0.08 -0.36 0.32 0.0011
C 2.526 1.524 -5.417 0.30 0.13 0.15 0.0014
H 3.585 1.560 -5.618 0.22 -0.26 0.02 -0.0002
C 2.054 0.761 -4.349 -0.88 0.38 0.14 0.0160
H 2.793 0.199 -3.772 -0.47 0.03 -0.10 0.0014
C -0.357 -1.892 -3.423 -0.38 0.98 2.54 0.6193
C -0.002 -2.195 -4.769 0.58 -1.39 -3.54 0.4187
H 0.550 -1.470 -5.377 -0.15 -0.32 0.26 0.0233
C -0.342 -3.416 -5.333 0.05 1.04 -0.93 0.0514
H -0.222 -3.561 -6.399 0.29 0.04 -0.02 -0.0049
C -0.858 -4.462 -4.586 -0.30 -0.26 -2.83 0.4191
H -1.193 -5.391 -5.050 0.25 0.31 0.19 0.0211
C -0.918 -4.261 -3.209 0.10 1.98 4.43 0.2775
H -1.256 -5.088 -2.597 0.19 0.08 0.26 0.0110
C -0.608 -3.031 -2.608 -0.26 -2.69 -0.21 0.1202
H -0.571 -2.980 -1.521 -0.28 0.12 -0.11 0.0042
H -1.863 0.383 -2.887 -0.89 0.71 -0.46 0.0877
H 3.138 -0.788 -0.864 -0.89 0.48 -0.19 0.0042
C -0.922 3.554 2.433 0.08 0.38 0.08 -0.0002
P 0.044 2.019 2.347 0.00 -0.81 -0.66 0.0199
C 1.737 2.541 1.898 0.07 0.36 0.16 0.0136
C 0.202 1.399 4.052 -0.07 -0.28 0.32 -0.0014
C 0.243 2.232 5.170 0.17 -0.02 0.47 -0.0004
C 0.365 1.687 6.458 -0.05 -0.56 -0.02 -0.0003
C 0.430 0.286 6.618 -0.07 0.35 -0.16 -0.0003
C 0.375 -0.556 5.490 0.17 0.17 0.70 -0.0005
C 0.270 0.001 4.217 -0.18 0.09 0.14 -0.0013
P 0.190 -1.009 2.701 0.16 0.61 -0.56 0.0180
C -0.597 -2.577 3.148 0.02 -0.33 0.19 -0.0005
C 1.932 -1.435 2.393 0.33 -0.33 0.06 0.0115
H -1.308 3.770 1.424 0.14 -0.02 0.41 0.0003
H -0.282 4.390 2.761 -0.32 -0.25 -0.08 -0.0002
H -1.763 3.437 3.133 0.32 0.08 -0.27 -0.0001
H 2.272 2.836 2.815 -0.11 0.00 -0.37 0.0016
H 2.283 1.727 1.401 -0.22 0.40 0.29 0.0015
H 1.658 3.411 1.224 0.17 -0.39 0.15 0.0001
H 0.182 3.318 5.062 0.01 -0.32 -0.02 0.0000
H 0.391 2.344 7.343 -0.01 -0.41 -0.61 0.0000
H 0.508 -0.144 7.630 -0.04 0.25 -0.67 0.0000
H 0.419 -1.647 5.639 -0.04 0.64 -0.15 0.0000
H -1.476 -2.400 3.784 0.28 -0.08 -0.23 -0.0001
H -0.914 -3.080 2.224 0.12 0.07 0.32 0.0003
H 0.122 -3.218 3.682 -0.34 0.15 -0.14 -0.0002
H 2.590 -0.581 2.603 -0.28 -0.17 -0.11 0.0001
H 2.224 -2.264 3.054 0.01 0.23 -0.11 0.0015
H 2.076 -1.743 1.352 -0.06 0.04 0.29 0.0007
```
Positions in Å, forces in eV/Å.

lowest unoccupied orbital energy (spin up / spin down): -2.60 / -4.72 eV
gap between HOMO and LUMO (spin up / spin down): 0.1635 / 0.2324 hartree
energy relative to the best compared isomer or geometry (same formula, charge and spin): 0.295 eV
spin multiplicity: 5
E_tot: -2170.85964 a.u.
total charge: +1
molar mass: 565.54 g/mol